Entry from the Open Molecules 2025 dataset: a 2-piece molecular cluster, C20H27N2O7S2 overall (ωB97M-V/def2-TZVPD).

ORCA input file:
```
! RIJCOSX wB97M-V def2-TZVPD def2/J DEFGRID3
* xyz 1 1
C 4.96 -0.43 -1.49
C 4.52 1.01 -1.72
C 3.24 1.19 -2.56
C 2.27 0.04 -2.58
O 1.88 -0.43 -1.25
C 1.16 0.41 -0.52
C 1.71 1.11 0.52
C 0.95 2.01 1.25
C 1.60 2.70 2.41
O 1.67 3.88 2.53
O 2.16 1.84 3.28
C -0.38 2.20 0.91
C -1.26 3.21 1.57
S -1.34 4.60 0.43
O -0.08 5.26 0.35
O -1.95 4.05 -0.75
C -0.90 1.42 -0.09
N -0.16 0.55 -0.79
C -0.82 -0.22 -1.83
C -0.62 -1.59 -1.96
C -1.30 -2.21 -2.99
C -2.11 -1.45 -3.82
N -2.31 -0.14 -3.68
C -1.66 0.46 -2.70
H 5.96 -0.44 -1.08
H 4.97 -1.00 -2.41
H 4.32 -0.94 -0.77
H 4.42 1.55 -0.78
H 5.32 1.51 -2.25
H 3.53 1.34 -3.60
H 2.72 2.09 -2.25
H 2.64 -0.83 -3.10
H 1.36 0.35 -3.10
H 2.75 0.95 0.76
H 1.72 0.98 3.26
H -0.92 3.49 2.56
H -2.28 2.85 1.66
H -2.22 5.43 1.04
H -1.94 1.52 -0.36
H 0.01 -2.13 -1.28
H -1.20 -3.27 -3.16
H -2.62 -1.93 -4.65
H -1.80 1.53 -2.58
C -3.68 -3.33 2.13
C -3.04 -3.49 3.52
C -1.53 -3.23 3.36
S -1.37 -2.11 1.97
O -0.66 -2.78 0.90
O -0.91 -0.81 2.42
C -3.11 -2.04 1.56
H -4.76 -3.29 2.19
H -3.41 -4.17 1.50
H -3.46 -2.76 4.21
H -3.22 -4.48 3.93
H -1.08 -2.77 4.23
H -0.98 -4.14 3.11
H -3.21 -1.95 0.48
H -3.52 -1.16 2.05
*
```

**LUMO level**: -4.16 eV


Entry from the Open Molecules 2025 dataset: the molecule C20H27N3O2S2 (ωB97M-V/def2-TZVPD).

ORCA input file:
```
! RIJCOSX wB97M-V def2-TZVPD def2/J DEFGRID3
* xyz 0 1
C 3.08 -0.62 -4.11
H 2.88 -1.47 -4.77
O 2.70 -0.90 -2.79
C 3.31 -1.94 -2.14
C 4.29 -2.75 -2.68
C 4.86 -3.77 -1.93
C 4.45 -3.98 -0.63
C 3.47 -3.17 -0.07
C 2.88 -2.16 -0.81
N 1.92 -1.28 -0.34
C 1.07 -1.34 0.72
N 0.31 -0.22 0.91
C -0.74 -0.27 1.91
C -1.77 -1.31 1.64
C -2.48 -2.04 2.54
C -3.42 -2.91 1.94
C -3.41 -2.83 0.59
S -2.26 -1.69 0.02
H -4.00 -3.38 -0.12
H -4.06 -3.57 2.50
H -2.33 -1.97 3.60
H -0.31 -0.47 2.90
H -1.21 0.72 1.92
C 0.74 1.08 0.45
C 0.09 1.55 -0.86
H 0.56 2.49 -1.15
C -1.43 1.73 -0.75
N -1.82 2.47 0.44
C -3.24 2.31 0.73
H -3.47 1.25 0.82
C -3.55 3.01 2.06
H -4.62 2.95 2.28
O -3.23 4.38 2.01
C -1.87 4.55 1.69
C -1.51 3.89 0.36
H -0.45 4.02 0.17
H -2.08 4.37 -0.45
H -1.70 5.63 1.64
H -1.24 4.12 2.49
H -2.99 2.52 2.87
H -3.86 2.75 -0.06
H -1.80 2.21 -1.67
H -1.89 0.74 -0.68
H 0.27 0.83 -1.66
H 0.49 1.81 1.22
H 1.82 1.08 0.33
S 0.93 -2.64 1.73
H 1.73 -0.55 -1.02
H 3.15 -3.34 0.95
H 4.89 -4.76 -0.04
H 5.62 -4.39 -2.37
H 4.63 -2.60 -3.70
H 4.14 -0.35 -4.18
H 2.47 0.23 -4.43
*
```

**SMILES string**: COc1ccccc1NC(=S)N(CCCN1CCOCC1)Cc1cccs1
**Relative energy (zero: lowest compared OMol25 entry of this formula, charge and spin)**: 23.25 kJ/mol
**LUMO level**: 0.55 eV


Entry from the Open Molecules 2025 dataset: C20H27N3O4 as an isolated structure at a distorted geometry (ωB97M-V/def2-TZVPD).

ORCA input file:
```
! RIJCOSX wB97M-V def2-TZVPD def2/J DEFGRID3
* xyz 0 1
C 0.93 1.34 0.90
C -0.24 2.43 0.59
H -0.81 2.50 1.49
O -1.05 2.11 -0.44
C -2.00 1.39 -0.20
C -3.03 1.28 -1.15
C -4.27 0.50 -0.63
C -5.20 1.13 0.05
C -5.83 2.38 -0.46
O -5.04 3.56 -0.51
H -4.66 3.50 0.36
H -6.65 2.58 0.17
H -6.22 2.43 -1.46
H -6.11 0.37 0.45
H -4.65 1.41 0.96
H -4.00 -0.54 -0.28
H -4.93 0.39 -1.66
C -2.41 0.68 -2.41
C -1.59 -0.51 -2.29
C -1.17 -0.85 -0.82
C -0.10 -1.86 -0.71
O 0.57 -2.52 -1.34
N -0.17 -2.33 0.70
H -0.66 -1.74 1.49
C 0.97 -3.19 0.92
C 2.12 -2.26 1.23
N 2.78 -1.61 2.38
C 3.76 -1.19 1.85
C 4.80 -0.33 2.78
C 5.70 0.37 2.01
C 5.79 0.18 0.47
C 4.97 -0.41 -0.30
C 3.86 -1.14 0.51
N 2.91 -1.78 0.13
H 2.59 -2.07 -0.79
H 4.85 -0.68 -1.29
H 6.62 0.84 -0.13
H 6.40 0.86 2.72
H 4.70 -0.33 3.73
H 1.11 -4.07 0.59
H 0.56 -3.34 2.32
O -1.58 -0.26 0.43
H -0.95 -1.00 -2.93
C -1.66 1.85 -3.26
H -2.34 2.42 -3.69
H -1.40 1.41 -4.25
H -1.02 2.33 -2.68
H -3.33 0.40 -3.10
H -3.37 2.20 -1.53
H -2.44 1.40 0.94
H 0.32 3.29 0.25
H 1.42 1.04 -0.19
H 0.45 0.45 1.15
H 1.71 1.83 1.56
*
```

**Relative energy (zero: lowest compared OMol25 entry of this formula, charge and spin)**: 1804.41 kJ/mol
**LUMO level**: 0.24 eV


Entry from the Open Molecules 2025 dataset: the molecule C20H27N3O5S at a distorted geometry (ωB97M-V/def2-TZVPD).

ORCA input file:
```
! RIJCOSX wB97M-V def2-TZVPD def2/J DEFGRID3
* xyz 0 1
C -1.69 -5.76 1.41
C -0.68 -4.88 0.99
C -0.60 -4.14 -0.39
N -0.73 -2.81 -0.29
C -1.95 -2.33 -0.58
C -2.23 -0.90 -0.29
C -1.15 -0.06 0.13
O -1.15 1.31 -0.10
C 0.15 -0.62 0.10
C 1.36 0.07 0.55
C 2.48 -0.29 0.78
C 2.56 -1.77 0.53
C 1.60 -2.82 0.19
C 0.34 -1.95 0.11
H 1.69 -3.72 0.10
H 3.56 -2.34 0.93
S 4.02 0.33 1.23
O 3.59 1.36 2.28
O 5.17 -0.32 1.35
N 4.33 1.40 -0.07
C 3.54 2.54 -0.54
C 4.32 3.76 -0.88
H 3.85 4.70 -1.03
H 4.71 3.47 -1.87
H 5.31 4.00 -0.66
H 3.29 2.88 0.51
H 2.75 2.15 -1.11
C 4.98 0.78 -1.31
C 3.86 0.05 -2.19
H 3.48 0.87 -2.75
H 3.19 -0.42 -1.88
H 4.43 -0.54 -3.17
H 5.51 -0.17 -0.79
H 5.65 1.13 -1.80
H 1.17 1.11 0.68
C -3.53 -0.14 -0.54
O -4.45 -1.14 -0.96
N -3.74 1.01 -0.31
C -5.05 1.64 -0.70
C -5.59 2.40 0.68
O -4.58 3.32 0.96
C -5.07 4.12 2.25
H -4.87 3.34 2.90
H -6.01 4.28 2.07
H -4.34 4.95 2.00
H -5.23 1.50 1.41
H -6.45 2.47 0.55
H -5.61 0.67 -0.95
H -4.97 2.45 -1.61
H -3.08 1.64 -0.28
H -2.80 -2.73 -0.71
H -1.58 -4.51 -1.02
H 0.35 -4.47 -0.98
H -0.02 -4.62 1.80
H -1.65 -6.27 2.43
H -2.45 -6.00 0.85
*
```

**SMILES string**: C=CCn1cc(C(=O)NCCOC)c(=O)c2cc(S(=O)(=O)N(CC)CC)ccc21
**Relative energy (zero: lowest compared OMol25 entry of this formula, charge and spin)**: 2386.10 kJ/mol
**LUMO level**: -0.66 eV


Entry from the Open Molecules 2025 dataset: C20H27N3ORuSSeSi as an isolated structure at a distorted geometry (ωB97M-V/def2-TZVPD).

ORCA input file:
```
! RIJCOSX wB97M-V def2-TZVPD def2/J DEFGRID3
* xyz 0 5
Ru 0.59 -0.56 -1.05
N 0.54 -0.07 -5.45
C 0.58 -0.51 -4.15
S 0.21 0.72 -2.94
N 0.87 -1.75 -3.95
N 1.02 -2.10 -2.60
C 0.90 -3.36 -2.41
C 1.02 -4.04 -1.15
C 0.98 -5.45 -1.17
C 1.13 -6.19 -0.03
C 1.31 -5.52 1.19
C 1.34 -4.15 1.24
C 1.19 -3.37 0.08
O 1.20 -2.06 0.19
H -0.01 0.75 -5.64
H 0.58 -0.78 -6.16
H 0.69 -3.96 -3.30
H 0.84 -5.94 -2.13
H 1.10 -7.27 -0.07
H 1.44 -6.09 2.10
H 1.48 -3.62 2.18
C -2.46 -1.61 -2.49
Si -1.76 -0.99 -0.89
C -2.00 -2.30 0.40
C -2.65 0.56 -0.39
H -3.52 -1.86 -2.34
H -1.95 -2.50 -2.85
H -2.40 -0.85 -3.27
H -3.07 -2.41 0.58
H -1.50 -2.04 1.34
H -1.61 -3.27 0.07
H -3.72 0.35 -0.30
H -2.51 1.35 -1.14
H -2.29 0.93 0.57
C 0.09 6.37 3.49
C 0.36 5.05 2.82
C 1.08 4.04 3.46
C 1.33 2.82 2.86
C 2.12 1.78 3.62
C 0.82 2.59 1.57
Se 1.10 0.87 0.82
C 0.10 3.59 0.89
C -0.45 3.42 -0.50
C -0.12 4.80 1.54
H 0.55 6.41 4.48
H -0.98 6.54 3.61
H 0.49 7.19 2.90
H 1.46 4.22 4.46
H 2.43 2.18 4.58
H 3.02 1.49 3.06
H 1.54 0.88 3.79
H -0.07 2.54 -0.99
H -0.21 4.29 -1.11
H -1.54 3.34 -0.46
H -0.67 5.57 1.02
*
```

**Relative energy (zero: lowest compared OMol25 entry of this formula, charge and spin)**: 60.45 kJ/mol
**LUMO level (alpha / beta)**: 0.13 / -1.76 eV


Entry from the Open Molecules 2025 dataset: C20H27N5O4SSe2TcTe as an isolated structure (ωB97M-V/def2-TZVPD).

ORCA input file:
```
! RIJCOSX wB97M-V def2-TZVPD def2/J DEFGRID3
* xyz 4 4
Tc 1.49 -0.19 -1.37
Se 2.64 -2.09 0.39
Se 4.75 -1.04 0.20
C 4.69 -0.69 -1.63
C 5.90 -0.76 -2.31
C 5.89 -0.68 -3.71
C 4.68 -0.52 -4.34
C 3.51 -0.38 -3.57
N 3.49 -0.44 -2.24
C 1.82 -0.70 1.44
C 1.67 -0.73 2.80
C 0.97 0.34 3.38
C 0.47 1.34 2.57
C 0.68 1.28 1.20
N 1.35 0.27 0.64
H 6.83 -0.93 -1.78
H 6.81 -0.76 -4.27
H 4.60 -0.47 -5.42
H 2.57 -0.20 -4.08
H 2.05 -1.54 3.40
H 0.80 0.36 4.45
H -0.08 2.17 2.99
H 0.27 2.03 0.53
C -3.74 -1.35 4.95
C -4.00 -0.46 3.74
S -3.14 -1.05 2.28
O -2.76 -2.43 2.42
O -2.06 -0.12 1.91
C -4.31 -0.94 0.91
C -3.74 -1.71 -0.27
N -2.62 -0.95 -0.89
C -1.34 -1.30 -0.75
N -0.54 -0.35 -1.32
C -1.39 0.58 -1.91
C -2.65 0.20 -1.65
N -3.86 0.92 -2.03
O -3.65 1.97 -2.59
O -4.91 0.44 -1.70
C -0.86 -2.51 -0.05
H -4.36 -0.99 5.77
H -2.70 -1.30 5.27
H -4.00 -2.38 4.74
H -3.64 0.56 3.87
H -5.06 -0.43 3.47
H -4.42 0.13 0.71
H -5.28 -1.35 1.17
H -4.49 -1.94 -1.02
H -3.29 -2.63 0.08
H -1.09 1.44 -2.48
H -1.30 -3.41 -0.48
H -1.13 -2.48 1.01
H 0.21 -2.60 -0.16
C 0.52 3.78 -1.38
Te 1.66 2.35 -2.45
C 3.55 3.04 -1.76
H 0.62 4.70 -1.96
H 0.93 3.91 -0.38
H -0.53 3.48 -1.36
H 3.60 2.98 -0.68
H 3.61 4.08 -2.09
H 4.34 2.47 -2.24
*
```

**Relative energy (zero: lowest compared OMol25 entry of this formula, charge and spin)**: 12.95 kJ/mol
**LUMO level (alpha / beta)**: -13.69 / -16.40 eV


Entry from the Open Molecules 2025 dataset: the molecule C20H27NO4 (ωB97M-V/def2-TZVPD).

ORCA input file:
```
! RIJCOSX wB97M-V def2-TZVPD def2/J DEFGRID3
* xyz 0 1
C 1.47 -6.00 1.87
C 1.60 -6.33 0.38
C 0.61 -5.52 -0.43
O -0.36 -6.04 -0.94
C 0.84 -4.06 -0.54
C 2.04 -3.44 -0.24
C 2.17 -2.07 -0.38
C 1.11 -1.29 -0.82
C -0.12 -1.92 -1.12
C -0.24 -3.29 -0.98
H -1.16 -3.81 -1.20
O -1.13 -1.08 -1.49
C -2.37 -1.65 -1.85
H -2.26 -2.34 -2.69
H -3.00 -0.81 -2.15
H -2.83 -2.16 -1.01
O 1.18 0.05 -1.07
C 1.76 0.89 -0.10
C 0.78 1.32 1.00
O 1.15 1.98 1.95
N -0.47 0.87 0.82
H -0.70 0.45 -0.08
C -1.59 1.37 1.59
H -1.17 1.85 2.48
H -2.22 0.53 1.90
C -2.41 2.38 0.77
C -1.50 3.45 0.22
C -1.05 3.39 -1.03
C -0.08 4.37 -1.62
C 0.62 5.18 -0.53
C -0.41 5.69 0.47
C -1.05 4.50 1.19
H -0.32 4.06 1.87
H -1.90 4.84 1.79
H -1.18 6.25 -0.07
H 0.05 6.36 1.19
H 1.17 6.01 -0.97
H 1.33 4.54 0.00
H -0.62 5.04 -2.29
H 0.65 3.83 -2.22
H -1.40 2.61 -1.70
H -3.17 2.81 1.41
H -2.89 1.85 -0.05
H 2.64 0.45 0.38
H 2.08 1.79 -0.62
H 3.12 -1.60 -0.17
H 2.90 -4.00 0.08
H 2.61 -6.14 0.03
H 1.37 -7.39 0.23
H 0.47 -6.22 2.22
H 2.18 -6.60 2.45
H 1.68 -4.95 2.05
*
```

**SMILES string**: CCC(=O)c1ccc(OCC(=O)NCCC2=CCCCC2)c(OC)c1
**Relative energy (zero: lowest compared OMol25 entry of this formula, charge and spin)**: 192.95 kJ/mol
**LUMO level**: 0.28 eV


Entry from the Open Molecules 2025 dataset: C20H28Cl2N2O6Y as an isolated structure at a distorted geometry (ωB97M-V/def2-TZVPD).

ORCA input file:
```
! RIJCOSX wB97M-V def2-TZVPD def2/J DEFGRID3
* xyz -1 1
Y 1.28 -1.30 -0.56
Cl 3.54 -2.91 -0.02
N 0.13 -0.79 2.07
N 0.68 0.54 -2.25
C -0.39 -1.95 2.42
C -0.09 0.17 -3.24
C 0.03 0.07 3.32
C -0.08 -0.97 4.42
C -1.21 0.94 3.28
C 1.25 0.95 3.47
H -2.13 0.34 3.23
H -1.18 1.61 2.42
H -1.27 1.56 4.18
H 2.15 0.34 3.42
H 1.22 1.46 4.44
H 1.28 1.70 2.68
C 1.06 2.00 -2.53
C 0.40 2.27 -3.88
C 2.55 2.14 -2.61
C 0.49 2.91 -1.45
H -0.59 2.72 -1.31
H 0.62 3.96 -1.74
H 1.01 2.73 -0.50
H 2.93 1.55 -3.45
H 3.01 1.79 -1.69
H 2.82 3.19 -2.76
O -0.26 1.00 -4.25
H 1.12 2.52 -4.67
H -0.37 3.05 -3.87
O -0.53 -2.19 3.71
H -0.83 -0.76 5.20
H 0.88 -1.18 4.91
C -0.84 -2.96 1.38
C -0.76 -1.20 -3.26
C -1.62 -1.38 -2.00
H 0.08 -1.91 -3.34
H -1.32 -1.30 -4.21
C -1.06 -1.73 -0.81
C -1.66 -2.26 0.29
H 2.92 -2.40 -1.24
C -3.00 -1.88 0.40
C -3.63 -1.15 -0.65
C -3.71 -2.25 1.65
C -2.96 -0.99 -1.87
H -4.63 -0.76 -0.52
C -3.59 -0.36 -3.06
H -4.63 -0.12 -2.88
H -3.53 -1.04 -3.92
H -3.08 0.56 -3.40
H -3.54 -3.31 1.86
H -4.78 -2.07 1.56
H -3.35 -1.72 2.54
H -1.39 -3.78 1.88
H 0.11 -3.42 1.02
O 3.56 -0.23 1.86
Cl 3.39 0.86 0.84
O 3.50 2.17 1.42
O 4.33 0.66 -0.29
O 1.95 0.70 0.26
*
```

**Relative energy (zero: lowest compared OMol25 entry of this formula, charge and spin)**: 0.00 kJ/mol
**LUMO level (alpha / beta)**: 2.55 / 2.55 eV


no.,E_tot (Eh)
1,-2210.60991
2,-1889.40340
3,-1242.95945
4,-1716.19101
5,-4201.79506
6,-6901.21169
7,-1134.02022
8,-2298.30282